Density functional theory data (wB97M-V/def2-TZVPD) for a molecular structure, C47H40I2NNaO3S2Se2.

```
98
Properties=species:S:1:pos:R:3
Na -0.0279 -2.6530 -1.9479
C 4.8317 6.7488 -1.5807
C 4.1908 5.3897 -1.4755
C 2.9033 5.1595 -1.9549
C 2.3235 3.9034 -1.8723
C 3.0356 2.8664 -1.2950
C 4.3250 3.0637 -0.8248
C 4.8932 4.3262 -0.9113
S 2.2908 1.2331 -1.1581
O 1.3856 1.0715 -2.3224
C 1.3653 1.5946 0.3768
C 2.1600 1.3117 1.5139
C 1.6529 1.4257 2.7691
C 0.3029 1.8054 2.9577
C -0.2731 1.8332 4.2509
C -1.5770 2.1943 4.4263
C -2.3595 2.5551 3.3093
C -1.8330 2.5298 2.0495
C -0.4861 2.1405 1.8295
C 0.0690 2.0306 0.5078
C -0.8223 2.3432 -0.6562
C -1.1438 3.6947 -0.9661
C -0.5775 4.7830 -0.2519
C -0.8984 6.0696 -0.5732
C -1.8118 6.3417 -1.6177
C -2.3659 5.3159 -2.3258
C -2.0388 3.9674 -2.0313
C -2.5689 2.8977 -2.7912
C -2.2383 1.6074 -2.4999
C -1.3918 1.3438 -1.4115
S -0.9997 -0.3621 -1.0276
O -1.4534 -1.1928 -2.1842
C -2.2192 -0.5663 0.2837
C -1.8186 -1.3593 1.3492
C -2.6804 -1.5898 2.4113
C -3.9539 -1.0303 2.4235
C -4.9031 -1.2896 3.5632
C -4.3383 -0.2268 1.3492
C -3.4831 0.0129 0.2890
H 4.1389 7.4820 -1.9920
H 5.7082 6.7079 -2.2301
H 5.1665 7.0987 -0.6030
H 2.3427 5.9733 -2.4011
H 1.3301 3.7169 -2.2639
H 4.8871 2.2387 -0.3980
H 5.9015 4.4855 -0.5441
H 3.1893 0.9988 1.3591
H 2.2666 1.2138 3.6379
H 0.3439 1.5550 5.0985
H -2.0165 2.2030 5.4159
H -3.3929 2.8488 3.4537
H -2.4540 2.7965 1.2054
H 0.1200 4.5777 0.5514
H -0.4518 6.8912 -0.0265
H -2.0671 7.3675 -1.8510
H -3.0625 5.5169 -3.1321
H -3.2336 3.1263 -3.6168
H -2.5995 0.7703 -3.0880
H -0.8234 -1.7822 1.3471
H -2.3564 -2.2118 3.2388
H -4.3858 -1.7439 4.4070
H -5.6990 -1.9672 3.2479
H -5.3703 -0.3630 3.9019
H -5.3224 0.2300 1.3530
H -3.8020 0.6510 -0.5271
C 1.9161 -2.5418 2.6637
Se 1.2261 -3.4153 1.0499
C 2.7966 -4.5020 0.6990
C 3.9040 -3.7709 -0.0462
Se 3.3312 -2.9323 -1.7301
C 4.7722 -1.6126 -1.7013
H 1.1635 -1.8265 2.9919
H 2.8393 -2.0122 2.4353
H 2.0916 -3.2753 3.4487
H 2.4327 -5.3453 0.1230
H 3.1566 -4.8716 1.6579
H 4.7053 -4.4653 -0.2980
H 4.3116 -2.9627 0.5605
H 5.7373 -2.1118 -1.6691
H 4.6554 -0.9636 -0.8337
H 4.6978 -1.0185 -2.6104
I 2.5540 -6.9668 -2.4163
C 0.5514 -6.7545 -1.8275
C -0.2505 -7.9022 -1.7547
C -1.5834 -7.8006 -1.4700
I -2.7088 -9.5730 -1.3319
C -2.1933 -6.5328 -1.3014
C -3.5778 -6.3156 -1.1229
C -4.0683 -5.0419 -1.0562
C -3.1739 -3.9626 -1.1491
N -1.8795 -4.1202 -1.2759
C -1.3702 -5.3775 -1.3587
C 0.0677 -5.4635 -1.5821
O 0.7850 -4.4035 -1.5673
H 0.1969 -8.8704 -1.9333
H -4.2459 -7.1638 -1.0588
H -5.1293 -4.8586 -0.9438
H -3.5343 -2.9369 -1.1155
```

Calculated values
- ΔE to the lowest compared entry with this formula, charge and spin: 1.6 kcal/mol
- Calculated total energy: -8452.4500 Ha
- Gap between HOMO and LUMO: 6.382 eV
- M: 1165.69 Da
- HOMO level: -6.642 eV

Density functional theory data (wB97M-V/def2-TZVPD) for 4 unconnected molecules or ions with the total composition C3H15NO3.

```
22
Properties=species:S:1:pos:R:3
C -2.0665 -1.4126 0.7454
C -1.3643 -0.1034 0.4181
C -1.2823 0.2507 -1.0631
N -0.2898 -0.5676 -1.7892
H -3.1587 -1.3632 0.6200
H -1.8522 -1.6820 1.7789
H -1.7948 -2.2308 0.0875
H -1.8942 0.7082 0.9165
H -0.3474 -0.1577 0.7861
H -1.1099 1.3236 -1.1793
H -2.2538 0.0577 -1.5000
H 0.4174 0.0500 -2.2046
H -0.6933 -1.0214 -2.5970
O 2.1265 0.4926 1.0776
H 2.2672 -0.1702 0.3797
H 2.1562 1.3716 0.6916
O 2.0792 -1.6625 -0.6412
H 2.2474 -2.5877 -0.8504
H 1.2024 -1.4528 -1.0138
O 1.7032 3.3653 1.4236
H 1.3062 3.7011 2.2313
H 2.6013 3.0911 1.6823
```

Calculated values
- ΔE to the lowest compared entry with this formula, charge and spin: 13.0 kcal/mol
- Calculated total energy: -403.7666 Ha
- Gap between HOMO and LUMO: 10.809 eV
- M: 113.16 Da
- HOMO level: -9.967 eV
- SMILES string: CCCN.O.O.O

Density functional theory data (wB97M-V/def2-TZVPD) for a single C4H9NOS2 molecule.

```
17
Properties=species:S:1:pos:R:3
C -3.6224 -0.5652 1.5093
S -2.0932 -1.5541 1.3762
C -1.0240 -0.3051 0.8274
N 0.1337 -0.5935 0.4022
C 1.1233 0.3588 -0.0825
C 2.3089 -0.3889 -0.7351
S 3.7525 0.5645 -1.4817
O 3.0979 1.0657 -2.9212
H -4.4607 -1.2496 1.4264
H -3.6570 0.1520 0.6944
H -3.6511 -0.0597 2.4698
H -1.4558 0.7043 0.8719
H 1.4972 0.9442 0.7661
H 0.6690 1.0593 -0.7967
H 2.7951 -1.0085 0.0170
H 1.9472 -1.0288 -1.5368
H 2.6393 1.9046 -2.8068
```

Calculated values
- ΔE to the lowest compared entry with this formula, charge and spin: 44.1 kcal/mol
- Calculated total energy: -1084.1260 Ha
- Gap between HOMO and LUMO: 9.454 eV
- M: 151.26 Da
- HOMO level: -8.827 eV
- SMILES string: CS/C=N/CCSO

Density functional theory data (wB97M-V/def2-TZVPD) for a single C6H11N molecule.

```
18
Properties=species:S:1:pos:R:3
C -3.3176 -0.5067 0.8002
C -1.9669 -0.8764 0.2431
C -1.0435 -0.0243 -0.1874
C 0.3747 -0.3108 -0.5663
C 1.4864 0.2676 0.2973
C 2.4030 1.1161 -0.2898
N 3.7926 0.8247 -0.3091
H -4.0514 -0.3790 -0.0029
H -3.2299 0.4792 1.2615
H -3.7325 -1.2738 1.4492
H -2.0152 -1.9048 -0.1283
H -1.2915 1.0073 0.0806
H 0.5191 -0.0918 -1.6267
H 0.5549 -1.3769 -0.3885
H 1.3817 0.1021 1.3650
H 2.2139 2.1686 -0.5095
H 4.0498 0.9597 -1.2840
H 3.8725 -0.1807 -0.2042
```

Calculated values
- ΔE to the lowest compared entry with this formula, charge and spin: 97.8 kcal/mol
- Calculated total energy: -289.8158 Ha
- Gap between HOMO and LUMO: 7.496 eV
- M: 97.16 Da
- HOMO level: -7.056 eV
- SMILES string: C/C=C/C/C=C/N

> Among the records above, which one has the lowest HOMO level?

C3H15NO3